Here is a structure of composition C24H23BF4NOPPt at a distorted geometry from OMol25. Energies are from ωB97M-V/def2-TZVPD.

Structure (XYZ):
```
56
Properties=species:S:1:pos:R:3:mulliken_charge:R:1
Pt -0.126 1.040 0.254 1.045
O -0.794 2.792 -1.854 -0.234
C -0.572 1.664 -1.842 -0.201
C -0.491 0.479 -2.711 1.115
C -0.202 0.693 -4.049 -0.742
C 0.073 -0.423 -4.842 -0.632
C 0.083 -1.688 -4.280 -0.715
C -0.209 -1.886 -2.924 -0.254
C -0.515 -0.793 -2.138 -0.235
P -0.953 -0.915 -0.398 1.089
C -2.712 -0.896 -0.223 0.421
C -3.530 -1.146 -1.331 -0.388
C -4.905 -1.166 -1.168 -0.813
C -5.456 -0.926 0.082 -0.488
C -4.643 -0.682 1.183 -0.819
C -3.270 -0.662 1.037 0.009
C -0.269 -2.369 0.311 0.633
C -1.132 -3.362 0.793 -0.417
C -0.592 -4.564 1.222 -0.785
C 0.781 -4.760 1.201 -0.486
C 1.642 -3.760 0.750 -0.742
C 1.122 -2.562 0.307 -0.339
H -0.188 1.693 -4.461 0.532
H 0.291 -0.288 -5.893 0.457
H 0.322 -2.544 -4.897 0.468
H -0.215 -2.883 -2.504 0.538
H -3.102 -1.336 -2.307 0.454
H -5.545 -1.369 -2.016 0.458
H -6.532 -0.920 0.200 0.440
H -5.082 -0.489 2.152 0.436
H -2.646 -0.474 1.903 0.405
H -2.200 -3.204 0.822 0.442
H -1.248 -5.351 1.569 0.450
H 1.191 -5.700 1.545 0.424
H 2.711 -3.921 0.752 0.432
H 1.790 -1.777 -0.033 0.374
F -3.238 3.937 1.893 -0.190
B -3.721 2.714 1.942 0.671
F -1.861 1.789 0.548 -0.695
F -3.348 1.893 2.913 -0.216
F -4.619 2.320 1.062 -0.190
C 3.769 3.921 2.533 -1.528
C 4.103 2.714 1.642 2.003
C 4.837 3.139 0.362 -1.534
C 4.918 1.667 2.423 -1.547
C 2.829 2.072 1.248 -0.089
N 1.829 1.601 0.934 -0.623
H 4.713 4.368 2.843 0.399
H 3.219 3.622 3.424 0.410
H 3.193 4.671 1.992 0.398
H 5.784 3.587 0.660 0.400
H 4.268 3.881 -0.198 0.398
H 5.049 2.286 -0.282 0.395
H 5.855 2.136 2.723 0.406
H 5.150 0.799 1.807 0.394
H 4.394 1.341 3.321 0.407
```

Summary:
Orbital gap ... 6.45 eV
Relative energy (zero: lowest compared OMol25 entry of this formula, charge and spin) ... 2.338 eV
Charge ... +2

***

Here is a structure of composition C34H64BeF6NO28S2 at a distorted geometry from OMol25. Energies are from ωB97M-V/def2-TZVPD.

Structure (XYZ):
```
136
Properties=species:S:1:pos:R:3:mulliken_charge:R:1
Be -0.420 0.775 -2.226 -1.378
C 1.357 -2.574 -1.284 0.598
F 0.164 -3.130 -1.435 -0.097
F 2.254 -3.415 -0.707 -0.188
F 1.780 -1.959 -2.397 -0.186
S 1.304 -1.133 0.010 0.375
O 0.805 -1.692 1.228 -0.547
O 2.476 -0.332 -0.222 -0.040
N -0.133 -0.303 -0.534 -0.086
S -1.630 -0.655 -0.276 0.276
O -2.338 -0.012 -1.356 -0.418
O -1.727 -1.999 0.070 -0.259
C -1.951 0.364 1.230 0.526
F -2.795 1.437 0.920 -0.241
F -2.476 -0.460 2.169 -0.134
F -0.739 0.891 1.720 -0.003
C -2.744 4.944 1.839 -1.695
C -1.754 4.473 0.882 1.046
O -0.418 4.745 1.420 -0.391
C 0.620 4.016 1.077 0.480
O 0.661 3.211 0.176 -0.051
O 1.640 4.411 1.814 -0.496
C 2.889 3.681 1.683 -0.167
H -2.741 4.311 2.728 0.365
H -3.741 4.922 1.409 0.430
H -2.572 6.003 2.064 0.377
H -1.882 5.017 -0.056 0.024
H -1.834 3.415 0.690 -0.351
H 3.580 4.290 2.264 0.166
H 3.254 3.687 0.650 0.334
H 2.802 2.688 2.131 -0.116
C 4.828 0.293 3.939 -1.292
C 4.441 0.154 2.516 1.220
O 5.739 -0.001 1.746 -0.441
C 6.216 1.090 1.206 0.654
O 7.098 1.042 0.408 -0.600
O 5.650 2.204 1.644 -0.111
C 6.284 3.357 0.969 -0.967
H 5.292 1.255 4.141 0.319
H 5.484 -0.512 4.271 0.346
H 3.945 0.217 4.573 0.359
H 3.873 1.000 2.168 -0.707
H 3.875 -0.750 2.282 0.271
H 6.040 4.215 1.603 0.278
H 5.713 3.476 0.052 0.329
H 7.362 3.330 0.966 0.407
C -2.202 3.188 -6.028 -1.161
C -0.986 2.396 -5.611 0.072
O -1.419 1.010 -5.568 -0.295
C -1.006 0.173 -4.770 0.583
O -0.316 0.442 -3.709 2.527
O -1.446 -0.976 -5.146 -0.463
C -1.213 -2.119 -4.208 -0.478
H -2.985 3.112 -5.274 0.059
H -2.600 2.759 -6.934 0.401
H -1.995 4.255 -6.094 0.410
H -0.503 2.721 -4.699 -0.034
H -0.150 2.427 -6.306 0.408
H -1.770 -1.873 -3.319 0.198
H -0.131 -2.082 -4.019 0.099
H -1.477 -3.046 -4.721 0.325
C 3.143 4.790 8.776 -1.202
C 3.447 4.358 7.321 -0.208
O 2.163 3.766 6.955 -0.320
C 2.128 3.188 5.785 0.672
O 2.914 3.240 4.906 -0.504
O 0.905 2.653 5.679 -0.416
C 0.686 2.079 4.337 0.007
H 4.062 5.184 9.216 0.405
H 2.972 3.893 9.388 0.304
H 2.359 5.544 8.893 0.308
H 4.302 3.680 7.299 0.314
H 3.733 5.191 6.656 0.292
H 0.852 2.897 3.629 0.056
H -0.336 1.733 4.314 0.215
H 1.485 1.361 4.165 0.076
C -5.972 -5.361 3.830 -1.246
C -4.890 -5.440 2.762 -0.239
O -3.798 -4.545 3.187 -0.216
C -2.769 -5.149 3.823 0.766
O -2.748 -6.299 4.165 -0.568
O -1.802 -4.273 4.138 -0.368
C -1.947 -2.890 3.587 -0.368
H -6.397 -4.363 3.949 0.305
H -5.514 -5.621 4.787 0.293
H -6.859 -5.952 3.597 0.394
H -5.132 -5.334 1.702 0.373
H -4.511 -6.472 2.797 0.248
H -2.084 -2.902 2.500 0.036
H -0.996 -2.377 3.728 0.313
H -2.723 -2.281 4.062 0.310
C -2.377 -5.717 0.090 -0.560
C -2.529 -7.182 0.214 -0.464
O -3.088 -7.597 -1.067 -0.247
C -3.232 -8.908 -1.323 0.633
O -3.065 -9.765 -0.551 -0.479
O -3.700 -9.002 -2.583 -0.328
C -3.895 -10.420 -2.856 -0.675
H -1.885 -5.311 0.971 0.139
H -3.385 -5.294 -0.013 0.168
H -1.714 -5.437 -0.730 0.393
H -3.244 -7.426 1.017 0.139
H -1.673 -7.799 0.458 0.408
H -4.589 -10.959 -2.218 0.304
H -2.922 -10.907 -2.944 0.296
H -4.408 -10.451 -3.821 0.247
C -4.996 2.099 -3.045 -1.666
C -3.626 2.153 -2.456 0.952
O -3.184 3.567 -2.737 -0.508
C -1.919 3.837 -2.606 0.896
O -1.015 3.034 -2.364 -0.101
O -1.790 5.057 -2.945 -0.406
C -0.441 5.648 -2.994 -0.566
H -5.335 1.073 -2.974 0.449
H -4.944 2.514 -4.051 0.290
H -5.789 2.621 -2.518 0.392
H -3.013 1.523 -3.086 -0.351
H -3.491 1.977 -1.392 0.075
H -0.575 6.724 -3.108 0.280
H 0.078 5.291 -3.869 0.268
H 0.153 5.429 -2.115 0.186
C 2.307 -0.832 -6.300 -1.104
C 2.560 0.585 -5.823 0.497
O 3.858 0.701 -5.168 -0.417
C 3.833 0.575 -3.836 0.585
O 2.864 0.584 -3.133 -0.277
O 5.084 0.662 -3.482 -0.433
C 5.382 0.539 -2.045 -0.653
H 3.103 -1.161 -6.964 0.417
H 1.438 -0.744 -6.965 0.375
H 2.222 -1.578 -5.500 0.098
H 1.832 0.814 -5.043 -0.398
H 2.537 1.344 -6.615 0.387
H 5.312 1.535 -1.602 0.302
H 6.391 0.181 -2.099 0.326
H 4.868 -0.248 -1.500 0.233
```

Summary:
Orbital gap ... 9.77 eV
Charge ... +1

***

Here is a cluster of 2 separate species, C6H17N2 in total from OMol25. Energies are from ωB97M-V/def2-TZVPD.

Structure (XYZ):
```
25
Properties=species:S:1:pos:R:3:mulliken_charge:R:1
C 0.845 -1.279 -1.742 -0.302
C 0.348 -1.278 -2.989 0.001
N -0.178 -2.344 -3.631 -0.413
N 1.433 -0.055 -1.176 -0.068
H 0.929 -2.124 -1.077 0.326
H 0.264 -0.342 -3.533 0.248
H -0.677 -2.147 -4.484 0.236
H -0.373 -3.195 -3.149 0.212
H 2.414 -0.186 -0.927 0.409
H 0.945 0.195 -0.308 -0.191
H 1.383 0.750 -1.803 0.394
C 0.295 0.477 3.492 -1.486
C 0.180 0.549 1.970 -0.242
C -1.124 1.254 1.562 -0.166
C -1.393 1.196 0.058 -1.229
H 0.285 1.460 3.959 0.347
H 1.179 -0.058 3.830 0.384
H -0.584 -0.065 3.845 0.353
H 0.176 -0.467 1.556 0.308
H 1.043 1.067 1.525 0.266
H -1.068 2.293 1.890 0.328
H -1.938 0.800 2.125 0.368
H -0.722 1.867 -0.485 0.247
H -2.413 1.464 -0.206 0.389
H -1.248 0.170 -0.302 0.280
```

Summary:
Orbital gap ... 9.88 eV
Relative energy (zero: lowest compared OMol25 entry of this formula, charge and spin) ... 0.939 eV
Charge ... +1

***

Here is a structure of composition C4H10N2O3 at a distorted geometry from OMol25. Energies are from ωB97M-V/def2-TZVPD.

Structure (XYZ):
```
19
Properties=species:S:1:pos:R:3:mulliken_charge:R:1
C -2.028 -0.542 1.160 -1.223
C -0.929 -0.859 0.192 0.450
C -1.117 -1.482 -0.977 -0.903
H 0.283 -1.376 0.633 0.212
H -2.248 0.527 1.144 0.243
H -2.945 -1.082 0.915 0.441
H -1.731 -0.785 2.182 0.277
H -0.298 -1.629 -1.671 0.290
H -2.086 -1.872 -1.278 0.323
N 0.903 0.841 -0.831 0.135
C 0.646 0.136 0.433 0.848
N 1.525 2.083 -0.584 -0.647
O 1.687 0.008 -1.677 -0.435
O 0.357 0.996 1.432 -0.495
O 1.472 -0.873 0.712 -0.797
H 2.125 -0.607 -1.046 0.376
H 0.452 1.897 1.065 0.455
H 2.521 1.967 -0.390 0.207
H 1.411 2.653 -1.413 0.243
```

Summary:
Orbital gap ... 9.39 eV
Relative energy (zero: lowest compared OMol25 entry of this formula, charge and spin) ... 6.681 eV

***

Here is the ion C8H6FO4P with charge -2 at a distorted geometry from OMol25. Energies are from ωB97M-V/def2-TZVPD.

Structure (XYZ):
```
20
Properties=species:S:1:pos:R:3:mulliken_charge:R:1
O 2.551 2.415 1.203 -0.633
C 2.250 1.237 1.122 0.385
O 3.221 0.356 0.768 -0.407
P 2.475 -1.006 -0.126 0.908
O 3.533 -1.485 -1.135 -0.825
O 2.056 -2.009 0.930 -0.782
C 1.071 0.052 -0.787 0.099
F 1.514 0.783 -1.862 -0.381
C -0.243 -0.021 -0.517 0.418
C -0.772 -1.077 0.311 -0.397
C -2.031 -1.146 0.646 -0.535
C -2.947 -0.235 0.099 -0.681
C -2.470 0.866 -0.671 -0.393
C -1.128 0.973 -0.932 -0.893
H 1.221 0.901 1.509 0.226
H -0.028 -1.829 0.495 0.350
H -2.368 -1.821 1.386 0.409
H -3.955 -0.399 0.040 0.385
H -3.080 1.713 -0.889 0.346
H -0.869 1.734 -1.590 0.400
```

Summary:
Structure (SMILES) ... O=COP([O-])([O-])=C(F)c1ccccc1
Orbital gap ... 5.08 eV
Relative energy (zero: lowest compared OMol25 entry of this formula, charge and spin) ... 0.195 eV
Charge ... -2

***

Here is a structure of composition C24H37InNO3SSi from OMol25. Energies are from ωB97M-V/def2-TZVPD.

Structure (XYZ):
```
68
Properties=species:S:1:pos:R:3:mulliken_charge:R:1
In -1.257 -0.972 0.400 0.797
N -1.860 -3.249 0.732 -0.431
C -2.826 -3.420 1.799 0.836
C -3.938 -4.212 1.550 -0.813
C -4.923 -4.363 2.510 -0.703
C -4.788 -3.717 3.729 -0.792
C -3.678 -2.926 3.969 -0.735
C -2.674 -2.751 3.014 0.465
C -1.525 -1.865 3.349 0.987
C -0.955 -1.998 4.615 -0.642
C 0.039 -1.136 5.054 -0.743
C 0.479 -0.118 4.226 -1.205
C -0.066 0.013 2.957 -0.048
C -1.064 -0.845 2.502 0.308
H -2.184 -3.756 -0.086 0.230
H -0.936 -3.616 0.959 0.345
H -4.028 -4.723 0.598 0.324
H -5.786 -4.982 2.308 0.405
H -5.549 -3.821 4.490 0.409
H -3.590 -2.402 4.912 0.549
H -1.296 -2.796 5.262 0.605
H 0.467 -1.267 6.039 0.406
H 1.256 0.561 4.551 0.461
H 0.331 0.781 2.306 0.308
C -0.801 2.822 1.083 -1.684
C -0.987 2.428 -0.370 1.627
C -0.194 3.352 -1.277 -1.519
C -2.457 2.404 -0.754 -1.624
O -0.525 1.033 -0.532 0.022
Si 0.881 0.415 -1.244 -0.232
S 0.289 -1.632 -1.292 -0.673
O 1.275 1.015 -2.679 0.101
C 0.898 0.772 -4.061 1.450
C 1.343 2.011 -4.821 -1.585
C -0.608 0.580 -4.168 -1.265
C 1.649 -0.459 -4.545 -1.563
O 2.000 0.788 -0.144 0.024
C 3.451 0.713 -0.202 1.577
C 3.907 0.677 1.248 -1.704
C 3.962 1.958 -0.909 -1.373
C 3.862 -0.555 -0.935 -1.411
H -1.165 3.840 1.225 0.557
H 0.254 2.798 1.355 0.160
H -1.365 2.170 1.751 0.381
H -0.555 4.371 -1.138 0.597
H -0.311 3.086 -2.325 0.253
H 0.868 3.332 -1.025 0.257
H -2.886 3.404 -0.689 0.451
H -3.022 1.762 -0.070 0.336
H -2.583 2.039 -1.773 0.278
H 0.811 2.895 -4.469 0.363
H 1.144 1.891 -5.886 0.429
H 2.413 2.172 -4.685 0.329
H -1.139 1.477 -3.845 0.211
H -0.937 -0.269 -3.567 0.215
H -0.882 0.385 -5.205 0.564
H 2.725 -0.289 -4.496 0.335
H 1.384 -0.677 -5.580 0.493
H 1.400 -1.331 -3.940 0.253
H 3.555 1.566 1.773 0.330
H 4.995 0.652 1.305 0.438
H 3.510 -0.207 1.748 0.364
H 3.661 2.854 -0.364 0.316
H 3.566 2.012 -1.923 0.083
H 5.051 1.939 -0.960 0.510
H 3.421 -1.432 -0.460 0.315
H 4.946 -0.665 -0.916 0.544
H 3.549 -0.520 -1.982 0.145
```

Summary:
Orbital gap ... 7.51 eV
Charge ... +1

***

Here is a cluster of 2 separate species, C3H9NS in total at a distorted geometry from OMol25. Energies are from ωB97M-V/def2-TZVPD.

Structure (XYZ):
```
14
Properties=species:S:1:pos:R:3:mulliken_charge:R:1
C 1.501 -2.169 0.640 -0.740
S 0.848 -0.635 -0.135 -0.359
H 2.620 -1.991 0.605 0.218
H 1.130 -3.190 0.274 0.242
H 1.240 -2.199 1.711 0.218
C -1.279 1.640 -1.369 -0.691
C -1.170 0.534 0.904 -0.466
N -0.936 1.527 0.129 -0.257
H -1.926 0.737 -1.565 0.286
H -1.716 2.618 -1.452 0.300
H -0.443 1.358 -2.067 0.264
H -1.596 -0.451 0.525 0.322
H -0.736 0.521 1.907 0.337
H 0.097 2.029 0.263 0.325
```

Summary:
Orbital gap ... 7.54 eV
Relative energy (zero: lowest compared OMol25 entry of this formula, charge and spin) ... 3.387 eV

***

Here is a cluster of 3 separate species, C24H31O5 in total at a distorted geometry from OMol25. Energies are from ωB97M-V/def2-TZVPD.

Structure (XYZ):
```
60
Properties=species:S:1:pos:R:3:mulliken_charge:R:1
C 1.295 0.431 2.540 -1.662
C 1.222 0.075 1.072 1.326
C 2.513 0.148 0.294 -1.690
C 0.100 -0.258 0.450 -0.333
C -1.283 -0.362 1.034 -0.815
C -2.282 0.358 0.108 -0.772
C -3.449 1.076 0.793 0.585
C -4.271 1.833 -0.255 -1.644
C -3.012 1.956 1.981 -1.513
C -1.729 2.746 1.757 0.701
O -1.988 4.101 1.329 -0.425
C -1.485 4.322 0.059 0.689
O -2.202 4.367 -0.907 -0.544
O -0.168 4.527 0.086 -0.372
C 0.697 3.364 -0.366 0.639
O 1.722 3.315 0.280 -0.684
O 0.210 2.705 -1.252 -0.559
H 2.308 0.235 2.886 0.422
H 0.581 -0.161 3.111 0.368
H 1.085 1.498 2.637 0.224
H 2.370 0.737 -0.612 0.323
H 2.870 -0.847 0.016 0.375
H 3.286 0.647 0.876 0.391
H 0.150 -0.451 -0.618 0.388
H -1.556 -1.420 1.108 0.397
H -1.293 0.064 2.035 0.264
H -2.696 -0.342 -0.622 0.781
H -1.728 1.101 -0.472 -0.024
H -4.125 0.312 1.197 0.369
H -4.849 1.102 -0.830 0.429
H -3.636 2.362 -0.964 0.247
H -4.991 2.507 0.206 0.405
H -2.923 1.355 2.887 0.438
H -3.813 2.673 2.173 0.563
H -1.080 2.260 1.032 -0.557
H -1.156 2.809 2.684 0.271
C 3.834 -3.735 1.792 -0.403
C 4.953 -4.044 1.032 -0.372
C 6.118 -3.304 1.179 -0.377
C 6.165 -2.258 2.090 -0.417
C 5.046 -1.951 2.852 -0.339
C 3.881 -2.688 2.702 -0.250
H 2.922 -4.306 1.673 0.363
H 4.916 -4.860 0.321 0.359
H 6.988 -3.539 0.580 0.359
H 7.072 -1.679 2.203 0.361
H 5.081 -1.133 3.559 0.370
H 3.005 -2.441 3.288 0.345
C -2.450 -2.479 -4.806 -0.354
C -1.106 -2.231 -4.559 -0.424
C -0.713 -1.018 -4.009 -0.389
C -1.663 -0.055 -3.699 -0.320
C -3.007 -0.305 -3.942 -0.382
C -3.400 -1.515 -4.498 -0.395
H -2.756 -3.425 -5.236 0.347
H -0.365 -2.984 -4.795 0.359
H 0.333 -0.821 -3.816 0.424
H -1.356 0.887 -3.260 0.374
H -3.746 0.445 -3.693 0.400
H -4.449 -1.708 -4.689 0.360
```

Summary:
Orbital gap ... 8.20 eV
Charge ... -1

***

Here is a structure of composition C16H22BClNdO2 at a distorted geometry from OMol25. Energies are from ωB97M-V/def2-TZVPD.

Structure (XYZ):
```
43
Properties=species:S:1:pos:R:3:mulliken_spin:R:1
C -3.157 -1.442 -2.435 0.005
C -2.243 -1.626 -3.534 -0.007
C -1.670 -0.383 -3.892 -0.007
H -2.040 -2.559 -4.088 0.000
C -2.144 0.595 -2.993 -0.005
C -3.108 -0.032 -2.093 -0.001
H -3.283 0.424 -1.090 0.003
H -3.397 -2.272 -1.733 -0.001
H -1.139 -0.178 -4.829 0.000
H -1.811 1.650 -3.038 0.001
Nd -1.233 -1.245 -0.706 3.056
Cl -0.025 -3.491 -0.194 -0.007
C 3.101 -0.160 -2.067 0.001
C 2.552 1.048 -2.593 0.001
C 1.929 0.745 -3.838 0.001
H 2.419 1.975 -2.016 -0.001
C 2.110 -0.644 -4.088 0.000
C 2.820 -1.206 -2.992 0.000
H 3.052 -2.273 -2.849 0.000
H 3.504 -0.297 -1.049 0.000
H 1.244 1.401 -4.402 0.000
H 1.688 -1.205 -4.935 0.000
C 1.368 1.635 3.488 0.000
C 0.783 0.618 2.545 0.007
C 1.600 -0.658 2.648 -0.001
O 0.934 1.211 1.256 0.006
B -0.273 1.077 0.648 -0.070
O -1.195 0.181 1.298 0.024
C -0.756 0.423 2.678 -0.003
C -1.207 -0.727 3.505 -0.001
C -1.464 1.690 3.147 0.001
H 1.298 1.283 4.521 0.000
H 0.856 2.597 3.391 0.000
H 2.419 1.794 3.228 0.000
H 2.651 -0.451 2.425 0.000
H 1.555 -1.018 3.684 0.000
H 1.275 -1.472 1.993 0.001
H -0.917 -0.602 4.556 0.000
H -2.294 -0.794 3.454 0.000
H -0.793 -1.666 3.144 0.000
H -1.225 2.599 2.567 -0.001
H -2.556 1.544 3.073 0.000
H -1.232 1.912 4.206 0.000
```

Summary:
Spin multiplicity ... 4
Orbital gap (spin up / spin down) ... 4.17 / 4.21 eV
Charge ... -1